(1)
172
Properties=species:S:1:pos:R:3 method="wB97M-V/def2-TZVPD" e_homo_ev=-7.272 charge=0 orbital_gap_ev=7.581
C 1.494 0.924 2.444
C 0.335 1.478 1.666
O 0.620 1.842 0.331
C 1.168 0.802 -0.418
C 0.282 -0.422 -0.559
C -0.764 -0.369 -1.638
C -1.409 0.983 -1.829
C -2.797 0.844 -2.447
C -3.738 1.946 -2.025
C -4.037 1.990 -0.549
C -4.651 3.354 -0.157
C -4.029 3.913 1.117
C -2.986 4.967 0.827
C -1.658 4.364 0.424
C -0.807 5.297 -0.393
C 0.516 4.640 -0.672
C 1.403 5.444 -1.603
N 2.799 5.092 -1.364
C 3.323 3.897 -1.621
C 4.579 3.940 -1.254
C 4.847 5.172 -0.748
C 3.736 5.870 -0.832
O 1.134 -1.598 -0.747
C 1.939 -1.543 -1.820
O 1.871 -2.369 -2.725
H 1.079 0.502 3.330
H 2.138 1.728 2.754
H 2.009 0.127 1.948
H -0.510 0.815 1.744
H 0.018 2.382 2.145
H 2.136 0.506 -0.062
H 1.344 1.205 -1.399
H -0.236 -0.627 0.350
H -1.509 -1.072 -1.347
H -0.392 -0.696 -2.597
H -0.800 1.590 -2.468
H -1.510 1.512 -0.901
H -2.687 0.865 -3.519
H -3.227 -0.105 -2.178
H -3.347 2.891 -2.374
H -4.676 1.795 -2.532
H -4.697 1.194 -0.275
H -3.150 1.878 0.050
H -4.441 4.042 -0.948
H -5.703 3.208 -0.027
H -4.817 4.406 1.656
H -3.636 3.132 1.736
H -3.349 5.564 0.010
H -2.866 5.614 1.678
H -1.142 4.078 1.325
H -1.851 3.476 -0.145
H -1.336 5.514 -1.307
H -0.666 6.178 0.206
H 0.416 3.654 -1.084
H 1.053 4.584 0.254
H 1.160 5.243 -2.626
H 1.312 6.495 -1.403
H 2.804 3.075 -2.037
H 5.281 3.150 -1.306
H 5.772 5.501 -0.346
H 3.560 6.865 -0.528
H 2.723 -0.790 -1.864
C 1.780 -3.381 5.595
S 1.814 -2.447 4.061
O 0.588 -1.606 4.054
C 1.476 -3.843 2.987
H 1.929 -2.685 6.417
H 0.815 -3.877 5.701
H 2.587 -4.114 5.590
H 0.530 -4.304 3.273
H 2.291 -4.563 3.064
H 1.410 -3.471 1.966
C 0.490 8.069 -4.421
S -0.091 6.932 -5.683
O -0.029 5.569 -5.101
C 1.334 7.111 -6.762
H -0.242 8.077 -3.616
H 1.454 7.731 -4.039
H 0.577 9.069 -4.846
H 2.239 6.839 -6.219
H 1.394 8.141 -7.114
H 1.197 6.443 -7.608
C -3.693 -2.822 1.922
S -3.783 -2.133 0.267
O -5.097 -1.437 0.152
C -3.897 -3.686 -0.575
H -3.634 -1.994 2.627
H -4.586 -3.417 2.119
H -2.799 -3.442 2.005
H -4.761 -4.249 -0.217
H -2.976 -4.225 -0.373
H -3.998 -3.489 -1.640
C -0.511 -7.930 0.958
S -0.468 -6.292 0.244
O -1.754 -5.641 0.596
C -0.570 -6.774 -1.475
H -0.500 -7.792 2.037
H -1.425 -8.445 0.660
H 0.367 -8.498 0.650
H -1.475 -7.359 -1.643
H 0.316 -7.355 -1.737
H -0.602 -5.867 -2.077
C -5.133 -4.532 5.620
S -3.490 -3.859 5.353
O -2.678 -4.169 6.563
C -3.998 -2.140 5.459
H -5.064 -5.615 5.623
H -5.516 -4.180 6.578
H -5.786 -4.219 4.806
H -4.468 -1.952 6.424
H -4.695 -1.924 4.650
H -3.120 -1.507 5.352
C 7.492 9.337 1.292
S 6.928 8.161 0.058
O 7.086 6.805 0.635
C 8.295 8.418 -1.077
H 6.793 9.309 2.125
H 8.487 9.057 1.638
H 7.506 10.337 0.859
H 9.235 8.194 -0.573
H 8.286 9.449 -1.428
H 8.159 7.743 -1.919
C -3.556 -8.173 5.134
S -3.675 -7.686 3.408
O -5.009 -7.068 3.216
C -3.764 -9.355 2.748
H -3.528 -7.270 5.740
H -4.424 -8.775 5.407
H -2.637 -8.738 5.288
H -4.621 -9.875 3.175
H -2.840 -9.886 2.981
H -3.880 -9.280 1.669
C 3.401 -4.904 -1.967
S 3.060 -6.241 -3.112
O 3.259 -7.517 -2.375
C 4.510 -5.988 -4.139
H 2.624 -4.909 -1.206
H 4.375 -5.063 -1.504
H 3.376 -3.955 -2.503
H 5.410 -6.073 -3.529
H 4.454 -5.004 -4.604
H 4.514 -6.756 -4.908
C -1.247 2.707 5.476
S -2.110 1.220 5.987
O -3.195 1.632 6.912
C -0.776 0.570 6.990
H -1.926 3.293 4.861
H -0.958 3.282 6.356
H -0.369 2.429 4.893
H -0.520 1.290 7.768
H 0.080 0.373 6.348
H -1.119 -0.357 7.444
C -5.046 -1.554 -4.920
S -4.085 -3.012 -4.510
O -3.069 -2.594 -3.512
C -3.240 -3.139 -6.089
H -5.622 -1.278 -4.039
H -4.376 -0.739 -5.192
H -5.722 -1.787 -5.743
H -2.692 -2.218 -6.285
H -3.970 -3.325 -6.876
H -2.546 -3.974 -6.030
C 6.000 0.799 -4.892
S 4.964 0.118 -3.593
O 4.777 1.175 -2.571
C 6.200 -1.022 -2.958
H 5.432 1.575 -5.399
H 6.901 1.228 -4.454
H 6.256 0.011 -5.600
H 7.087 -0.468 -2.652
H 6.450 -1.750 -3.729
H 5.772 -1.533 -2.098

---

(2)
41
Properties=species:S:1:pos:R:3 method="wB97M-V/def2-TZVPD" e_homo_ev="-5.425 / -8.301" s_squared=2.01 charge=0 orbital_gap_ev="5.875 / 8.087" multiplicity=3
C 4.609 1.756 0.736
C 3.906 1.944 -0.456
C 2.620 1.398 -0.654
C 2.052 0.643 0.375
C 2.753 0.467 1.581
C 3.990 1.030 1.759
C 1.892 1.757 -1.919
C 1.127 0.707 -2.750
N 1.038 -0.646 -2.203
Pt 0.198 -0.239 0.147
C 2.096 -0.329 2.696
P 0.799 -1.396 1.996
H 4.353 2.537 -1.271
H 4.493 0.892 2.726
H 5.592 2.175 0.869
H 1.602 0.324 3.432
H 2.813 -0.976 3.224
H 1.172 2.555 -1.688
H 2.616 2.214 -2.616
H 0.081 1.051 -2.847
C -0.307 -1.949 3.281
C 1.689 -2.877 1.410
H 1.581 0.628 -3.766
C 2.304 -1.380 -2.107
C 0.055 -1.452 -2.939
H -0.841 -0.153 1.489
H 2.710 -1.535 -3.127
H 3.030 -0.832 -1.487
H 2.098 -2.344 -1.616
H 0.471 -1.706 -3.936
H -0.169 -2.360 -2.363
H -0.879 -0.881 -3.039
H 1.998 -3.445 2.289
H 1.011 -3.461 0.790
H 2.564 -2.587 0.828
H 0.281 -2.360 4.121
H -0.925 -1.108 3.639
H -0.968 -2.733 2.875
H -1.476 -0.296 0.563
N -2.274 0.461 -1.570
C -1.682 0.056 -0.639

---

(3)
49
Properties=species:S:1:pos:R:3 method="wB97M-V/def2-TZVPD" e_homo_ev=-8.429 smiles="O=C(Nc1ccc(Cl)cc1C(=O)NCCN1CCOCC1)c1ccc(Cl)cc1Cl" charge=0 orbital_gap_ev=8.615
O -1.816 -1.161 -4.873
C -1.028 -1.204 -3.952
N -1.147 -0.540 -2.771
C -2.119 0.361 -2.372
C -3.248 0.632 -3.148
C -4.215 1.510 -2.707
C -4.069 2.127 -1.474
C -2.947 1.896 -0.700
C -1.950 1.032 -1.142
C -0.722 0.806 -0.327
O -0.086 -0.242 -0.362
N -0.321 1.850 0.424
H -0.859 2.700 0.427
C 0.825 1.769 1.296
H 1.385 2.706 1.257
H 1.455 0.960 0.923
C 0.410 1.481 2.750
N 1.588 1.460 3.595
C 1.384 1.914 4.961
C 0.706 0.853 5.836
H 0.652 1.181 6.876
O 1.453 -0.344 5.842
C 1.617 -0.846 4.531
C 2.291 0.185 3.615
H 2.358 -0.210 2.602
H 3.302 0.380 3.984
H 2.235 -1.740 4.624
H 0.637 -1.134 4.120
H -0.314 0.657 5.468
H 0.798 2.834 4.956
H 2.373 2.131 5.377
H -0.162 0.541 2.766
H -0.250 2.283 3.090
H -2.878 2.371 0.267
Cl -5.296 3.199 -0.891
H -5.087 1.706 -3.310
H -3.357 0.136 -4.098
H -0.453 -0.718 -2.039
C 0.196 -2.071 -4.008
C 0.040 -3.375 -4.469
C 1.112 -4.241 -4.563
C 2.374 -3.788 -4.208
C 2.568 -2.484 -3.779
C 1.478 -1.633 -3.681
Cl 1.772 0.000 -3.200
H 3.555 -2.132 -3.528
Cl 3.728 -4.847 -4.316
H 0.976 -5.252 -4.912
H -0.949 -3.700 -4.754

---

no.,largest force on an atom (eV/A)
1,3.98
2,4.61
3,0.44